Computed, not measured: an isolated molecule of C6H10, with ωB97M-V/def2-TZVPD.

SMILES ... C[C@@]12CC[C@@H]1C2
Multiplicity ... 1
HOMO-LUMO gap ... 10.483 eV
E ... -234.5542 a.u.
Charge ... 0
LUMO ... 0.0431 Ha

Bonds (Å) are listed after each position.
Element x y z (Å)
1 C 1.88 -0.30 0.33  C2 1.507, H7 1.095, H8 1.098, H9 1.098
2 C 0.48 0.10 -0.07  C1 1.507, C3 1.502, C4 1.515, C6 1.546
3 C -0.13 1.47 -0.05  C2 1.502, C4 1.499, H10 1.089, H11 1.090
4 C -0.72 0.39 0.80  C2 1.515, C3 1.499, C5 1.516, H12 1.085
5 C -1.64 -0.49 -0.03  C4 1.516, C6 1.559, H13 1.094, H14 1.096
6 C -0.42 -0.80 -0.95  C2 1.546, C5 1.559, H15 1.098, H16 1.095
7 H 2.31 0.41 1.03  C1 1.095
8 H 2.55 -0.37 -0.54  C1 1.098
9 H 1.87 -1.29 0.81  C1 1.098
10 H 0.27 2.26 0.58  C3 1.089
11 H -0.62 1.84 -0.95  C3 1.090
12 H -0.70 0.51 1.88  C4 1.085
13 H -2.02 -1.37 0.51  C5 1.094
14 H -2.48 0.05 -0.48  C5 1.096
15 H -0.51 -0.55 -2.01  C6 1.098
16 H -0.12 -1.85 -0.87  C6 1.095